Molecular formula: C28H48Cl12MgO16S
Method: DFT, ωB97M-V with the def2-TZVPD basis set

Geometry as XYZ:
```
106
Properties=species:S:1:pos:R:3
Mg -30.598 7.238 18.225
S -30.133 9.584 18.885
O -31.279 9.008 18.170
O -29.299 10.423 18.019
O -30.520 10.264 20.109
O -29.481 8.337 19.090
C -29.265 14.730 18.415
C -30.850 14.591 18.230
C -31.434 13.384 18.796
O -32.705 13.874 19.208
C -32.588 15.169 19.497
O -33.423 15.792 20.118
O -31.423 15.614 19.038
H -28.953 15.740 18.148
H -28.772 14.053 17.718
H -28.983 14.438 19.427
H -31.193 14.653 17.197
H -30.964 12.944 19.676
H -31.476 12.649 17.992
C -36.604 5.966 16.039
C -35.446 5.651 16.934
C -34.703 4.322 16.627
O -33.377 4.713 16.962
C -33.257 6.053 16.898
O -32.214 6.692 17.080
O -34.440 6.592 16.614
H -37.311 5.136 16.036
H -36.316 6.131 15.001
H -37.033 6.910 16.374
H -35.743 5.711 17.981
H -34.898 4.135 15.571
H -35.074 3.454 17.172
C -35.101 7.512 23.312
C -34.729 6.494 22.185
C -35.441 6.858 20.906
O -34.400 6.868 19.992
C -33.241 6.923 20.600
O -32.199 7.064 19.977
O -33.365 6.676 21.870
H -35.026 8.566 23.043
H -34.554 7.346 24.240
H -36.171 7.484 23.513
H -34.910 5.439 22.389
H -35.841 7.870 20.979
H -36.289 6.230 20.633
C -29.180 9.648 12.557
C -29.050 8.286 13.290
C -27.683 7.831 13.750
O -27.867 7.312 15.043
C -29.055 7.677 15.454
O -29.519 7.414 16.538
O -29.746 8.317 14.525
H -28.470 9.802 11.745
H -29.147 10.502 13.233
H -30.172 9.713 12.109
H -29.563 7.599 12.616
H -26.910 8.599 13.747
H -27.325 7.114 13.011
Cl -35.415 10.760 20.237
C -34.212 10.433 18.956
C -34.778 9.430 17.982
Cl -36.021 10.169 16.985
H -33.213 10.196 19.324
H -34.116 11.410 18.481
H -35.080 8.534 18.524
H -33.915 9.169 17.369
Cl -33.276 12.657 15.808
C -32.131 11.304 15.734
C -30.743 11.896 15.493
Cl -30.672 12.676 13.895
H -32.510 10.746 14.878
H -32.172 10.611 16.575
H -30.018 11.083 15.518
H -30.379 12.668 16.170
Cl -32.593 9.803 24.332
C -32.717 10.319 22.604
C -32.324 11.830 22.470
Cl -33.513 12.865 23.430
H -33.743 10.211 22.252
H -32.106 9.753 21.901
H -32.363 12.081 21.410
H -31.311 11.869 22.870
Cl -24.660 7.296 17.147
C -26.191 7.291 18.089
C -26.011 8.071 19.364
Cl -24.854 7.242 20.417
H -26.423 6.272 18.398
H -27.059 7.652 17.538
H -26.981 8.099 19.860
H -25.816 9.122 19.154
Cl -29.094 10.292 23.414
C -27.943 10.060 22.018
C -27.779 11.227 21.034
Cl -26.589 12.391 21.669
H -28.410 9.302 21.388
H -27.001 9.626 22.352
H -28.772 11.639 20.857
H -27.521 10.840 20.048
Cl -26.186 11.089 14.681
C -26.413 10.781 16.452
C -27.008 12.029 17.139
Cl -25.791 13.327 17.415
H -25.410 10.580 16.831
H -27.078 9.923 16.548
H -27.403 11.733 18.111
H -27.778 12.474 16.508
```

Properties
Charge = 0
HOMO = -9.6 eV
Energy above the lowest of the compared OMol25 structures with the same formula, charge and spin = 20.16 kcal per mole
Max |F| = 8.037 eV/A
Gap between HOMO and LUMO = 8.8 eV



Molecular formula: C5H10BClF4IO6RuSe2
Method: DFT, ωB97M-V with the def2-TZVPD basis set

Geometry as XYZ:
```
31
Properties=species:S:1:pos:R:3
Ru 0.022 0.500 0.263
O -2.142 -3.525 -4.579
C -2.923 -2.465 -4.035
C -2.007 -1.351 -3.522
C -2.905 -0.196 -3.042
O -3.429 0.584 -4.106
C -1.207 -1.866 -2.336
Se 0.304 -0.682 -1.840
C -1.039 -0.924 -4.622
Se 0.078 0.500 -3.920
H -2.736 -4.226 -4.858
H -3.536 -2.831 -3.204
H -3.587 -2.040 -4.797
H -2.356 0.434 -2.341
H -3.758 -0.619 -2.504
H -2.804 1.304 -4.252
H -0.737 -2.820 -2.569
H -1.819 -1.979 -1.444
H -1.574 -0.501 -5.473
H -0.445 -1.770 -4.959
F 1.772 -0.221 1.134
B 1.608 0.355 2.494
F 2.590 1.270 2.704
F 0.314 1.022 2.347
F 1.540 -0.636 3.414
O 0.639 2.764 0.178
Cl -0.013 2.962 -1.132
O -0.331 4.330 -1.369
O 0.868 2.457 -2.152
O -1.261 2.164 -1.016
I -1.094 -1.752 1.154
```

Properties
Charge = -1
HOMO = -5.4 eV
Energy above the lowest of the compared OMol25 structures with the same formula, charge and spin = 20.85 kcal per mole
Max |F| = 0.724 eV/A
Gap between HOMO and LUMO = 7.5 eV



Molecular formula: C8H17ClN2Si
Method: DFT, ωB97M-V with the def2-TZVPD basis set

Geometry as XYZ:
```
29
Properties=species:S:1:pos:R:3
C -3.137 1.317 0.156
C -2.644 -0.081 0.348
C -2.994 -0.727 1.768
N -1.190 -0.121 0.246
C -0.352 0.708 0.982
C 0.949 0.571 0.622
N 1.180 -0.274 -0.430
C 2.454 -0.398 -0.982
C 3.457 -0.835 -0.017
C 2.846 0.997 -1.629
Si -0.333 -1.118 -0.832
Cl -0.279 -3.034 -0.358
H -2.396 2.051 0.461
H -3.596 1.457 -0.906
H -4.123 1.530 0.835
H -2.907 -0.942 -0.277
H -2.592 -0.031 2.508
H -2.558 -1.683 1.888
H -4.080 -0.575 1.870
H -0.744 1.409 1.618
H 1.600 1.387 0.942
H 2.454 -1.214 -1.791
H 3.434 -0.130 0.783
H 3.245 -1.831 0.404
H 4.436 -0.941 -0.505
H 2.282 1.717 -1.121
H 2.338 1.067 -2.515
H 3.890 1.086 -1.756
H -0.641 -1.362 -2.310
```

Properties
Charge = 0
HOMO = -7.1 eV
Energy above the lowest of the compared OMol25 structures with the same formula, charge and spin = 0.00 kcal per mole
Max |F| = 4.661 eV/A
Gap between HOMO and LUMO = 7.9 eV
Structure (SMILES) = CC(C)N1C=CN(C(C)C)[SiH]1Cl



Molecular formula: C21H25CoN3O2
Method: DFT, ωB97M-V with the def2-TZVPD basis set

Geometry as XYZ:
```
52
Properties=species:S:1:pos:R:3
Co 0.104 -0.077 0.315
C 0.467 -2.117 -1.740
N 0.054 -2.134 -0.331
C 0.972 -3.000 0.466
C 1.984 -2.252 1.315
C 2.808 -1.242 0.535
N 2.043 -0.012 0.302
C 2.679 1.100 0.378
C 2.157 2.421 0.157
C 3.037 3.504 0.345
C 2.650 4.797 0.103
C 1.341 5.020 -0.361
C 0.464 3.987 -0.565
C 0.833 2.643 -0.297
O -0.022 1.693 -0.489
C -1.323 -2.656 -0.203
C -2.383 -1.948 -1.042
C -2.375 -0.418 -0.928
N -1.800 -0.026 0.344
C -2.524 0.478 1.269
C -2.082 0.829 2.589
C -3.026 1.415 3.457
C -2.720 1.725 4.755
C -1.423 1.428 5.217
C -0.483 0.849 4.407
C -0.764 0.532 3.046
O 0.149 0.001 2.314
H 0.407 -3.120 -2.181
H -0.164 -1.440 -2.313
H 1.491 -1.759 -1.820
H 0.362 -3.627 1.117
H 1.486 -3.678 -0.227
H 1.475 -1.732 2.127
H 2.647 -2.993 1.770
H 3.735 -1.007 1.063
H 3.100 -1.667 -0.432
H 3.747 1.054 0.608
H 4.045 3.295 0.690
H 3.331 5.622 0.259
H 1.013 6.034 -0.558
H -0.544 4.162 -0.918
H -1.331 -3.724 -0.461
H -1.584 -2.573 0.852
H -2.318 -2.234 -2.094
H -3.340 -2.335 -0.683
H -1.755 0.031 -1.707
H -3.386 -0.019 -1.056
H -3.585 0.634 1.054
H -4.019 1.619 3.070
H -3.451 2.181 5.407
H -1.158 1.664 6.241
H 0.513 0.626 4.768
```

Properties
Charge = 0
HOMO (alpha / beta) = -7.1 / -7.1 eV
Spin multiplicity = 2
Max |F| = 0.379 eV/A
Gap between HOMO and LUMO (alpha / beta) = 7.7 / 7.7 eV



Molecular formula: C17H31BO10PS
Method: DFT, ωB97M-V with the def2-TZVPD basis set

Geometry as XYZ:
```
61
Properties=species:S:1:pos:R:3
C -3.089 -0.066 4.422
C -3.464 -0.001 2.934
C -3.819 -1.369 2.352
C -2.684 -2.355 2.093
O -3.087 -3.240 1.084
B -1.878 -4.077 0.808
O -0.739 -3.138 1.198
C -1.318 -1.890 1.506
C -1.478 -1.005 0.275
C -0.360 -1.142 -0.756
C 0.755 -0.097 -0.681
C 0.252 1.304 -1.027
O 0.793 2.248 -0.093
C 0.344 3.512 -0.079
C -0.916 3.867 -0.823
O 0.973 4.355 0.569
P -0.064 -1.283 2.707
S 0.194 0.653 2.977
H -3.661 0.638 5.020
H -2.034 0.117 4.598
H -3.323 -1.055 4.814
H -2.690 0.488 2.353
H -4.349 0.629 2.848
H -4.479 -1.836 3.083
H -4.414 -1.260 1.449
H -2.503 -2.945 2.999
H -1.823 -5.037 1.586
H -1.848 -4.355 -0.387
H -1.600 0.035 0.580
H -2.407 -1.293 -0.206
H 0.078 -2.132 -0.742
H -0.813 -1.025 -1.737
H 1.510 -0.385 -1.411
H 1.247 -0.083 0.286
H -0.831 1.293 -1.001
H 0.569 1.557 -2.034
H -1.278 4.801 -0.420
H -1.676 3.109 -0.659
H -0.751 3.937 -1.892
H 1.121 -1.837 2.209
H -0.302 -1.965 3.911
C 3.909 2.865 1.453
C 3.761 3.037 -0.039
O 5.129 3.156 -0.477
C 5.917 2.564 0.445
O 7.078 2.348 0.302
O 5.210 2.253 1.552
H 3.147 2.225 1.889
H 3.927 3.818 1.983
H 3.317 2.161 -0.511
H 3.193 3.919 -0.312
C 1.645 -1.609 -5.942
C 1.408 -2.469 -4.718
O 0.762 -1.558 -3.826
C 0.182 -0.581 -4.560
O -0.560 0.239 -4.139
O 0.579 -0.660 -5.856
H 1.585 -2.160 -6.877
H 2.596 -1.074 -5.898
H 0.733 -3.304 -4.914
H 2.323 -2.846 -4.270
```

Properties
Charge = -1
HOMO = -4.8 eV
Max |F| = 2.009 eV/A
Gap between HOMO and LUMO = 6.9 eV



Molecular formula: C18H26FNO4
Method: DFT, ωB97M-V with the def2-TZVPD basis set

Geometry as XYZ:
```
50
Properties=species:S:1:pos:R:3
C 3.246 3.116 0.178
C 1.731 3.247 0.192
O 1.078 2.151 -0.454
C 0.841 1.063 0.283
O 1.204 0.940 1.423
C 0.058 0.008 -0.498
C 1.037 -0.672 -1.487
C 2.282 -1.171 -0.813
C 2.329 -2.422 -0.209
C 3.468 -2.850 0.450
C 4.588 -2.041 0.517
C 4.538 -0.808 -0.104
F 5.625 -0.006 -0.066
C 3.411 -0.365 -0.769
C -1.088 0.655 -1.285
C -2.141 1.228 -0.342
N -2.685 0.167 0.485
C -3.896 0.539 1.209
C -5.077 -0.282 0.660
O -4.726 -1.645 0.585
C -5.523 0.191 -0.733
O -6.592 -0.590 -1.201
C -1.640 -0.384 1.335
C -0.537 -1.008 0.483
H 3.615 3.045 -0.842
H 3.551 2.234 0.734
H 3.685 3.992 0.647
H 1.372 3.306 1.225
H 1.409 4.131 -0.364
H 1.305 0.057 -2.254
H 0.514 -1.502 -1.967
H 1.468 -3.072 -0.260
H 3.485 -3.823 0.918
H 5.484 -2.352 1.030
H 3.422 0.599 -1.252
H -0.703 1.447 -1.928
H -1.554 -0.107 -1.912
H -2.951 1.669 -0.927
H -1.690 2.026 0.275
H -4.115 1.607 1.115
H -3.783 0.312 2.273
H -5.932 -0.223 1.343
H -3.829 -1.661 0.215
H -4.670 0.116 -1.425
H -5.871 1.226 -0.702
H -6.407 -1.501 -0.929
H -2.078 -1.158 1.969
H -1.201 0.388 1.988
H 0.245 -1.380 1.145
H -0.951 -1.843 -0.084
```

Properties
Charge = 0
HOMO = -9.0 eV
Energy above the lowest of the compared OMol25 structures with the same formula, charge and spin = 0.00 kcal per mole
Max |F| = 0.692 eV/A
Gap between HOMO and LUMO = 9.7 eV
Structure (SMILES) = CCOC(=O)C1(Cc2cccc(F)c2)CCN(C[C@H](O)CO)CC1



Molecular formula: C4H8S2
Method: DFT, ωB97M-V with the def2-TZVPD basis set

Geometry as XYZ:
```
14
Properties=species:S:1:pos:R:3
C -1.291 -0.992 0.844
C -0.507 -0.108 0.396
C 0.803 0.240 1.007
S 2.206 -0.557 0.120
C -1.008 0.582 -0.942
S -0.151 -0.223 -2.737
H -1.205 -1.505 1.919
H -1.984 -1.161 0.267
H 1.133 1.368 1.175
H 0.624 -0.148 1.967
H 3.047 0.591 0.181
H -1.992 0.595 -1.274
H -0.771 1.746 -0.896
H 1.094 -0.427 -2.027
```

Properties
Charge = 0
HOMO = -8.8 eV
Energy above the lowest of the compared OMol25 structures with the same formula, charge and spin = 87.60 kcal per mole
Max |F| = 10.598 eV/A
Gap between HOMO and LUMO = 9.4 eV
Structure (SMILES) = C=C(CS)CS



Molecular formula: C6H12
Method: DFT, ωB97M-V with the def2-TZVPD basis set

Geometry as XYZ:
```
18
Properties=species:S:1:pos:R:3
C 1.562 0.677 0.753
C 1.521 -0.534 -0.185
C 0.113 -1.072 -0.371
C -0.789 -1.261 0.817
C -1.161 -0.248 -0.240
C -1.421 1.253 -0.024
H 1.996 1.569 0.283
H 0.547 0.939 1.009
H 2.057 0.478 1.706
H 2.153 -1.333 0.223
H 1.943 -0.286 -1.167
H 0.069 -1.875 -1.111
H -0.414 -0.897 1.772
H -1.364 -2.182 0.892
H -1.936 -0.606 -0.913
H -2.351 1.354 0.544
H -1.561 1.745 -0.991
H -0.692 1.872 0.503
```

Properties
Charge = 0
HOMO = -9.8 eV
Energy above the lowest of the compared OMol25 structures with the same formula, charge and spin = 36.97 kcal per mole
Max |F| = 0.435 eV/A
Gap between HOMO and LUMO = 11.0 eV
Structure (SMILES) = CC[C@H]1C[C@H]1C